The following is a DFT calculation (ωB97M-V with the def2-TZVPD basis set) of a molecular structure, C25H18Br4InN4O4 at a distorted geometry.

**Net charge**: -1
**Energy relative to the best compared isomer or geometry (same formula, charge and spin)**: 54.9 kcal per mole
**DFT total energy**: -11969.55310 Eh
**Max |F|**: 1.12 eV/Å
**HOMO-LUMO gap (alpha / beta)**: 4.7 / 4.7 eV
**LUMO energy (alpha / beta)**: 0.8 / 0.8 eV

Geometry as XYZ:
```
56
Properties=species:S:1:pos:R:3:mulliken_charge:R:1
C 0.2546 -2.7756 -1.8602 0.5203
Br 3.3370 -3.6836 4.6991 -0.1954
C -1.4689 2.6024 -3.1355 -0.9715
H -2.3737 4.8353 -0.7239 0.4298
O 1.2577 -0.6950 -2.1719 0.3018
H -2.2023 -1.5033 -1.7888 0.1980
C -1.9992 3.1190 3.6752 -0.5863
H -3.0820 -2.8181 -2.5848 0.4025
C -0.0582 -3.1660 2.3333 -0.0732
C -1.7382 2.8073 -0.3545 0.2361
C -2.0517 3.9289 -1.2192 -0.6463
Br 0.5472 -5.3500 4.0689 -0.1949
C -2.0040 3.2105 5.0585 -0.4897
C 2.2948 -1.7685 2.8527 -0.2346
H -0.8066 0.6387 -2.7210 0.2770
C 2.5621 -3.1731 -0.8086 -1.5252
C -1.9277 3.8360 -2.5548 -0.1441
H -2.1944 -4.9936 -2.5646 0.3753
H 3.1912 -2.6736 -1.5432 0.3702
N -1.4107 1.8442 1.6625 0.1736
H -2.1638 4.6815 -3.1894 0.3700
C -0.8342 1.1368 5.2289 -0.6054
N -1.8199 2.9541 0.9299 -0.7670
C 1.3806 -1.2384 1.9540 0.4533
C 2.0525 -2.9934 3.4953 0.1224
C 1.2851 -3.6415 -1.4246 1.0179
C -0.8221 1.0317 3.8495 -0.2865
H -1.9701 -1.8018 -3.5072 0.2996
C 0.1599 -1.9513 1.6920 0.8275
H -2.4748 4.0706 5.5243 0.3312
O 1.6168 -0.1061 1.2878 -1.0659
H -0.3839 -6.5573 -1.9288 0.3816
H -1.3797 2.4799 -4.2059 0.4088
In -0.1678 0.6023 0.5221 1.0485
N -1.2709 1.6106 -0.9432 -0.0921
C -1.4253 2.2294 5.8532 -0.5576
Br 3.8778 -0.7802 3.1327 -0.1243
H 2.3718 -2.4560 -0.0148 0.3224
C 1.0111 -5.0057 -1.4707 -0.8691
H -1.4345 2.3131 6.9333 0.3558
C 0.8843 -3.6900 3.2318 0.2995
O -0.6916 -1.4272 0.8322 -1.0456
N 0.2828 -1.3758 -1.7785 0.3474
C -0.2084 -5.4886 -1.9066 -0.7631
C -2.1315 -2.2885 -2.5429 -1.3892
H -0.3727 0.3522 5.8176 0.3916
H -0.3540 0.1578 3.3996 0.4724
H -2.4522 3.8868 3.0681 0.3850
C -1.2240 -4.6142 -2.2689 -0.8000
H 3.1007 -4.0161 -0.3770 0.3760
H 1.7747 -5.6951 -1.1312 0.3898
Br -1.6606 -4.0638 1.9099 -0.1405
O 2.3109 -1.2071 -2.7577 -0.5643
C -1.4003 2.0186 3.0369 0.4417
C -1.1468 1.5810 -2.3151 0.0131
C -1.0229 -3.2475 -2.2160 0.7914
```

=====

The following is a DFT calculation (ωB97M-V with the def2-TZVPD basis set) of 3 unconnected molecules or ions with the total composition C4H12N2S.

**Net charge**: 0
**Energy relative to the best compared isomer or geometry (same formula, charge and spin)**: 157.6 kcal per mole
**DFT total energy**: -667.04377 Eh
**Max |F|**: 0.99 eV/Å
**HOMO-LUMO gap**: 3.1 eV
**LUMO energy**: -4.2 eV

Geometry as XYZ:
```
19
Properties=species:S:1:pos:R:3:nbo_charge:R:1
N 1.1004 -1.2451 1.9588 -1.0554
C -1.2940 0.8393 -0.6217 -0.3617
H 1.2470 -2.2520 1.9646 0.3540
H 4.4532 0.5046 -0.7164 0.1098
C -2.0854 -0.4572 1.1898 -0.5132
C -0.0399 1.1079 -1.3872 -0.2264
H -2.1938 0.9695 -1.2651 0.2972
S 3.2871 0.6093 -0.0638 -0.5454
H -2.3960 -1.4765 1.3950 0.2324
H 0.3736 -1.0999 1.2657 0.3438
H 1.5752 0.3556 -2.4282 0.2308
N -1.3608 -0.4295 -0.0162 -0.0798
H 1.9633 -0.8894 1.5467 0.3861
H 0.6356 1.8160 -0.9094 0.2324
H 0.0064 -0.3516 -2.9823 0.1920
C 0.5002 0.3578 -2.3320 -0.3194
H -1.4030 -0.1630 2.0122 0.2886
H -2.9524 0.2042 1.2307 0.2148
H -1.4167 1.6000 0.1591 0.2195
```

=====

The following is a DFT calculation (ωB97M-V with the def2-TZVPD basis set) of a molecular structure, C24H60F9O36P6S3Zn at a distorted geometry.

**Net charge**: -1
**DFT total energy**: -9580.52739 Eh
**Max |F|**: 4.50 eV/Å
**HOMO-LUMO gap**: 7.5 eV
**LUMO energy**: 1.5 eV

Geometry as XYZ:
```
139
Properties=species:S:1:pos:R:3:mulliken_charge:R:1
O -16.2273 12.9028 14.9756 -0.6751
C -19.4383 15.3749 10.8245 -0.8414
O -13.6859 17.1862 13.3293 0.6022
C -21.0054 18.5051 8.6143 -0.7907
O -13.8511 14.8505 10.0065 0.7234
H -7.9718 20.7690 10.3858 -0.0788
C -14.1568 17.3086 19.4951 -0.8232
H -16.0180 11.6149 11.3152 0.2655
H -4.6035 18.0179 7.7899 0.2441
H -15.6412 16.1616 9.8001 -0.3315
C -17.9010 14.9739 14.4070 0.6440
O -11.3281 16.1193 13.8112 1.2206
H -15.5920 14.5688 9.0833 0.4266
H -14.7495 22.1658 7.8059 0.4445
H -10.3880 18.7237 7.9945 -0.0006
S -12.6345 15.1112 5.9921 1.1489
O -10.5392 23.0009 11.6113 -0.4096
O -11.7667 13.4478 10.6331 -0.2605
H -12.4557 22.0399 11.5791 0.3600
H -9.8395 17.1633 17.8192 0.2615
H -11.2714 21.2684 10.5846 -0.0656
F -17.8054 14.8644 13.0594 -0.1968
H -10.1428 19.6262 9.4923 -0.2344
O -14.0726 18.7970 16.9966 -0.3023
H -20.9224 19.2156 7.7918 0.2853
O -19.9350 15.7987 7.8740 -0.7725
O -12.5489 15.3414 4.5616 -0.6923
F -11.9757 18.3698 11.0167 0.0364
H -16.1619 18.8578 16.9554 0.3124
H -14.0441 24.7866 4.1940 0.2557
O -10.9852 22.4762 6.3074 -0.0691
S -13.9333 18.5878 12.8250 0.6154
F -12.0996 16.6980 8.1580 0.1867
H -21.5972 18.9863 9.3929 0.2602
O -13.0473 19.5623 13.5364 -0.6632
F -10.4034 16.3293 6.8131 -0.2162
H -10.9757 18.6506 14.7097 -0.1024
H -15.2205 20.7577 6.9301 0.2445
C -9.9370 18.7678 14.4008 0.0112
H -19.8167 15.9270 11.6848 0.2774
C -13.2936 18.6253 10.9830 0.1176
O -17.7317 17.3464 7.8752 -0.4035
H -8.8119 26.0885 9.5584 0.3267
P -9.7874 16.2491 13.8573 -1.0424
H -14.3911 18.3371 19.2208 0.3618
H -16.9422 18.4118 9.6210 0.3914
H -11.0379 12.1086 9.2998 0.3615
H -10.8004 13.8347 8.8837 0.1729
H -15.1270 16.9369 19.8249 0.2795
C -15.1159 12.0166 11.7768 -0.4361
O -19.7423 18.1208 9.1227 -0.2778
H -15.4383 12.7656 12.5000 0.0478
S -16.2773 14.3613 15.1905 1.2681
C -14.3989 21.1767 7.5111 -0.5593
H -11.2114 21.1765 12.3835 0.1086
O -11.9484 13.8582 6.3504 -0.7288
C -10.8876 17.1553 18.1185 -0.8844
H -13.4587 17.2380 20.3292 0.2824
P -12.5461 22.8383 6.4102 1.0811
O -14.1620 12.4805 10.8508 -0.2390
F -14.0140 17.7524 10.2105 -0.0402
H -21.6435 17.6492 8.3945 0.3447
O -13.9934 15.1221 6.5530 -0.5962
H -11.2020 16.1126 18.0734 0.3794
O -6.5247 17.5108 8.4216 -0.2545
C -7.6276 18.1059 7.8755 0.7421
C -10.5599 21.9551 5.0965 -0.8352
O -13.2803 14.3862 12.5261 1.1462
H -16.8418 19.2982 8.0422 0.2171
H -9.5206 21.7174 5.3235 0.2173
O -18.4851 16.1275 10.0088 0.1021
F -13.4870 19.9071 10.6254 -0.2251
H -20.3147 15.0778 10.2484 0.4199
O -11.7295 17.9848 17.3923 -0.2598
H -9.4995 19.1157 15.3366 0.3736
C -11.3906 21.8162 11.5193 -0.1100
O -9.1391 17.6891 13.9483 -0.2538
O -10.6032 24.1794 9.2798 -0.4724
H -9.4819 20.1638 8.0330 0.5294
H -14.8648 23.8423 5.4707 0.3067
O -7.7497 18.3745 6.6695 -0.5867
H -15.1948 19.5417 15.5697 0.2750
C -9.6470 19.2469 8.5988 -0.4246
H -5.6787 17.1014 6.6210 0.3546
P -19.0974 16.7490 8.6182 0.8524
H -10.9546 17.4543 19.1645 0.2916
F -18.1029 16.3338 14.6498 -0.2302
H -14.7192 11.0936 12.1996 0.2803
C -8.0032 21.7625 10.8331 -0.4591
C -15.2715 18.7675 16.3332 -0.5429
O -16.3534 14.8476 16.5808 -0.6610
O -15.2125 15.0024 14.4595 -0.7738
O -15.3436 18.9551 12.7579 -0.7009
H -15.8681 14.8437 10.8136 0.1143
H -7.2108 25.5547 10.2273 0.2450
O -9.1390 15.3377 15.0589 -0.2343
H -7.5954 14.0065 15.0269 0.2437
H -14.3839 20.7610 8.5186 0.1052
F -11.9894 17.7006 6.3301 -0.1888
O -12.7028 23.8946 7.5047 -0.7216
H -8.1962 26.7673 11.0972 0.2080
C -11.6985 16.5310 6.9033 0.1532
O -8.5969 22.6766 9.9712 -0.2697
H -7.3271 15.4456 16.0873 0.2457
O -13.6654 16.6552 18.3820 -0.2723
H -19.0021 14.4331 11.1576 0.2667
O -8.9042 24.8502 11.1306 -0.4210
P -9.7401 23.7034 10.3804 0.9795
C -8.2236 25.8879 10.4538 -0.6752
F -19.0017 14.3421 14.7866 -0.2278
H -6.9523 22.0459 10.8924 0.3444
H -10.6022 22.7644 4.3676 0.2774
Zn -13.2356 15.4801 14.1365 1.7640
C -7.7212 15.0836 15.1377 -0.7267
H -5.0188 16.2533 7.9653 0.2463
C -14.2181 23.7881 4.5949 -0.7335
O -8.4435 18.5554 8.9052 -0.0425
H -8.4095 21.7829 11.8443 0.3533
O -13.2393 16.5894 15.7734 1.0514
C -5.3562 17.2415 7.6527 -0.7203
H -15.5016 17.8671 15.7635 0.0848
H -14.7552 23.1361 3.9060 0.2981
O -9.1904 15.5649 12.6366 -0.2754
O -12.9864 23.1487 4.8465 -0.3832
C -11.4900 13.1004 9.3003 -0.7673
C -15.2740 15.1465 9.9513 -0.2368
H -12.3931 13.0071 8.6972 0.3514
C -16.8596 18.3273 8.5374 -0.3962
H -7.2989 15.6924 14.3382 0.3309
H -15.8576 17.9072 8.4501 0.0532
H -9.5975 15.4187 10.5876 0.0791
H -8.0974 16.2099 10.9507 0.2779
H -9.8325 19.6282 13.7398 -0.1180
H -11.1513 21.0608 4.8999 0.3685
O -13.2191 21.3949 6.7679 -0.2187
H -9.5002 17.1128 11.3445 0.1235
C -9.1224 16.0912 11.3018 -0.1749
P -13.2104 17.4034 17.0240 -1.0768
P -13.2488 13.8693 11.1177 -1.6188
```

=====

The following is a DFT calculation (ωB97M-V with the def2-TZVPD basis set) of 2 unconnected molecules or ions with the total composition C5H11NP at a distorted geometry.

**Net charge**: +1
**Energy relative to the best compared isomer or geometry (same formula, charge and spin)**: 125.2 kcal per mole
**DFT total energy**: -592.72683 Eh
**Max |F|**: 3.07 eV/Å
**HOMO-LUMO gap (alpha / beta)**: 6.7 / 8.5 eV
**LUMO energy (alpha / beta)**: -5.2 / -3.9 eV

Geometry as XYZ:
```
18
Properties=species:S:1:pos:R:3:nbo_charge:R:1
N -0.3771 2.8474 0.4179 -0.7252
H 1.4478 1.5461 -2.5361 0.0256
C 0.1511 -1.3962 0.1097 -0.3120
H -1.0064 2.4327 1.1445 0.4567
H 0.5037 3.1339 0.9356 0.4490
H -0.7450 -2.7709 -1.2472 0.2213
H 2.2500 1.3077 -0.6372 0.0214
H -0.6282 -0.2680 1.9871 0.2090
H -0.9512 -4.6447 0.2797 0.2137
H -0.8616 1.5164 -1.2691 0.2490
C -0.5237 -3.7267 0.6576 -0.3289
H 0.9307 -1.0529 -0.5741 0.2231
C -0.1614 -0.5293 1.0186 -0.1286
H -0.2785 -3.7003 1.7362 0.2146
C -0.0757 1.9708 -0.6741 -0.3221
P 1.5309 2.2441 -1.3770 0.3332
C -0.4614 -2.7068 -0.2130 -0.2410
H -0.7439 3.7965 0.2408 0.4412
```

=====

Question: The highest DFT total energy belongs to which entry?
Answer: C5H11NP

=====

Question: What is the formula in the third record?
Answer: C24H60F9O36P6S3Zn